Record 1
Here is a structure of composition C27H59CuF3O19S6 at a distorted geometry from the Open Molecules 2025 dataset. Energies are from ωB97M-V with the def2-TZVPD basis set.

Values from the calculation:
Multiplicity: 2
Largest force on an atom, eV/Å: 4.3
LUMO (spin up / spin down), eV: 0.215 / -0.663
Kohn-Sham gap (spin up / spin down), eV: 9.81 / 8.93
Expectation value of S²: 0.75
Calculated total energy, eV: -185658.754

CARTESIAN COORDINATES (ANGSTROEM)
Cu 1.9710 0.1170 2.4611
C 4.6976 -2.2508 3.5107
C 3.5994 -1.2762 3.2939
O 3.6724 -0.0285 3.4756
O 2.4769 -1.7181 2.7974
H 4.3575 -2.9372 4.3874
H 5.6111 -1.7567 3.9156
H 4.9765 -2.8800 2.6794
C -1.3238 -0.9693 -0.4948
F -1.9624 -0.3121 -1.4537
F -2.2780 -1.4212 0.3894
F -0.7150 -2.0511 -1.0141
S -0.2390 0.2645 0.2556
O 0.3345 0.9612 -0.8621
O -1.1969 1.0741 1.0029
O 0.7673 -0.5038 1.0447
C -0.4361 1.6848 -5.0943
O -0.1257 1.3385 -3.7950
H -1.4880 1.8787 -5.2902
H 0.1888 2.5311 -5.4720
H -0.1536 0.8855 -5.7812
H -0.1188 0.3809 -3.7689
C -0.9223 -2.1240 -5.2445
O -0.9033 -1.5772 -3.9627
H -0.2621 -1.6058 -5.9274
H -0.4887 -3.1018 -5.1247
H -1.9279 -2.2564 -5.6388
H -1.7761 -1.2748 -3.7387
C -3.0901 4.9234 1.6720
O -3.6378 3.6713 1.3183
H -3.6474 5.3828 2.5151
H -2.0355 4.8045 1.9293
H -3.1385 5.6231 0.7951
H -2.8987 3.1281 1.0453
C -2.4135 3.7561 -1.8925
O -1.0349 3.4313 -2.0408
H -2.9380 2.9303 -1.2192
H -2.4397 4.6915 -1.3628
H -2.7981 3.8332 -2.8367
H -0.9267 2.5795 -2.5812
C -2.6629 0.4000 3.9259
C -2.1804 1.8824 4.0937
C -1.2092 2.0133 5.2296
S -0.2791 0.4653 5.1738
O 0.1503 0.0044 6.4675
O 0.7117 0.6306 4.1123
C -1.6056 -0.5984 4.5499
H -2.8732 0.1211 2.8946
H -3.6378 0.3108 4.4678
H -3.0574 2.5376 4.1307
H -1.6750 2.0712 3.1449
H -1.6870 2.0772 6.2172
H -0.5582 2.8419 5.0387
H -2.0201 -1.0855 5.4055
H -1.2462 -1.3355 3.8844
C -4.5567 -3.5046 0.2616
C -5.8516 -2.5885 0.2069
C -5.4626 -1.4905 -0.7715
S -4.9403 -2.3998 -2.1752
O -3.9625 -1.6914 -2.9712
O -6.1277 -2.8485 -2.9027
C -4.1626 -3.7197 -1.2726
H -4.7128 -4.4808 0.6562
H -3.7784 -3.0488 0.8713
H -6.1360 -2.2271 1.2013
H -6.7085 -3.1640 -0.1258
H -4.7776 -0.8746 -0.3028
H -6.2433 -0.7964 -1.0632
H -3.1346 -3.6857 -1.5097
H -4.4760 -4.6644 -1.6995
C 4.5868 -0.6592 -2.8114
C 3.2956 -0.0651 -3.4641
C 2.8055 1.1677 -2.6282
S 4.1856 1.6793 -1.6866
O 3.7675 2.2396 -0.3933
O 5.0176 2.4513 -2.5521
C 4.9849 0.1199 -1.4991
H 5.3955 -0.4586 -3.4409
H 4.5994 -1.7590 -2.6262
H 2.4735 -0.7376 -3.5579
H 3.5376 0.3045 -4.5134
H 1.9672 0.9610 -1.9672
H 2.6279 2.0670 -3.2117
H 4.6623 -0.3683 -0.5127
H 6.0903 0.1821 -1.4717
C 0.8661 5.4200 0.1990
C 2.3871 5.5005 0.5420
C 2.8331 4.4824 1.5736
S 1.3560 3.4645 1.7861
O 0.4154 3.8249 2.8142
O 1.7631 2.0243 1.7638
C 0.6167 3.8989 0.2872
H 0.4308 5.8525 -0.7305
H 0.1438 5.8885 1.0025
H 2.6969 6.5562 0.7788
H 2.8971 5.2317 -0.4055
H 2.9817 4.9095 2.5680
H 3.6672 3.8123 1.2629
H -0.4179 3.5764 0.3776
H 1.1344 3.3486 -0.4974
C 0.8217 -5.1293 0.8046
C 1.4301 -6.2546 -0.1589
C 2.7067 -5.7343 -0.8534
S 3.2720 -4.3520 0.1938
O 3.9546 -3.3494 -0.5779
O 3.8934 -4.9141 1.3679
C 1.6096 -3.8364 0.6442
H 0.9136 -5.4242 1.8205
H -0.2546 -5.0208 0.5569
H 0.7124 -6.4686 -0.9364
H 1.6275 -7.1248 0.4408
H 2.5288 -5.3691 -1.8235
H 3.4697 -6.4865 -0.8262
H 1.2953 -3.2141 -0.1956
H 1.7752 -3.2157 1.5258

Atom charges from the Mulliken analysis, given in e for atoms 1 to 8: number 1, Cu, carries -0.293; number 2, C, carries -1.128; number 3, C, carries 1.159; number 4, O, carries -0.401; number 5, O, carries -0.279; number 6, H, carries 0.283; number 7, H, carries 0.329; number 8, H, carries 0.238

Record 2
Here is a structure of composition C7H13CsN4OPS at a distorted geometry from the Open Molecules 2025 dataset. Energies are from ωB97M-V with the def2-TZVPD basis set.

Values from the calculation:
Largest force on an atom, eV/Å: 10.5
LUMO, eV: -3.750
Net charge: +1
Kohn-Sham gap, eV: 8.36
Calculated total energy, eV: -36138.671

CARTESIAN COORDINATES (ANGSTROEM)
C 1.7975 -2.4499 -0.3978
N 0.6032 -1.7115 0.0532
C 0.8228 -0.5298 0.8153
C 0.3824 0.8451 0.1278
C 0.5322 1.9439 1.0425
N 0.6510 2.8514 1.7321
P 1.5528 1.2618 -1.2717
S 1.8185 0.0029 -2.6824
C -1.1659 0.9040 -0.3636
O -1.2755 0.4439 -1.6760
C -1.6178 2.3219 -0.3064
N -1.9692 3.4118 -0.2591
C -2.1953 0.0948 0.5031
N -2.3750 -1.2670 0.0964
H 2.7009 -1.8546 -0.2261
H 1.7535 -2.6471 -1.4676
H 1.8884 -3.4010 0.1344
H 0.0219 -2.3372 0.5875
H 0.2636 -0.5562 1.7297
H 1.8398 -0.4185 1.1497
H 1.1084 2.5554 -1.5816
H 2.7006 1.5115 -0.4993
H -1.1989 1.1395 -2.3352
H -1.8906 0.1429 1.5558
H -3.1101 0.6951 0.4386
H -3.1428 -1.3843 -0.5484
H -2.5215 -1.8908 0.8755
Cs 2.0251 0.3222 2.7737

Atom charges from the Mulliken analysis, given in e for atoms 1 to 8: number 1, C, carries -0.982; number 2, N, carries -0.269; number 3, C, carries -2.718; number 4, C, carries 1.817; number 5, C, carries -0.638; number 6, N, carries -0.405; number 7, P, carries 0.059; number 8, S, carries -0.277

Record 3
Here is a structure of composition C19H30N2O2 at a distorted geometry from the Open Molecules 2025 dataset. Energies are from ωB97M-V with the def2-TZVPD basis set.

Values from the calculation:
Largest force on an atom, eV/Å: 14.3
LUMO, eV: 0.680
Kohn-Sham gap, eV: 8.39
Calculated total energy, eV: -27247.302

CARTESIAN COORDINATES (ANGSTROEM)
C -1.9381 5.7567 3.4933
C -0.5786 5.6250 3.0389
O -0.5226 5.3576 1.7238
C -0.7645 4.0768 1.0859
C -1.1828 2.9831 1.6305
C -1.3221 1.6854 1.1414
C -1.1105 1.5528 -0.2158
C -1.0527 2.6875 -0.9615
C -0.7390 3.8449 -0.3230
H -0.3371 4.8235 -0.8692
H -0.9367 2.5186 -1.8274
C -1.7239 0.1678 -0.8915
N -0.4038 -0.0946 -1.7410
C -0.6272 -1.1758 -2.4762
C -0.8855 -2.5979 -2.1173
N 0.5095 -2.9811 -1.2099
C 0.6384 -4.2419 -1.0330
C 1.9788 -4.8205 -0.3967
H 2.3184 -3.9425 0.1690
H 2.6032 -5.3519 -1.0090
C 1.0677 -5.7421 0.5521
H 1.5634 -5.7645 1.7789
H 1.1282 -6.7900 0.4454
C -0.0510 -5.0668 0.3897
H -0.7722 -4.3305 1.0437
H -1.0665 -5.5607 0.0789
H 0.3665 -4.7954 -2.0080
C 0.3257 -2.0353 0.0217
H 1.3962 -2.3609 0.5556
C 0.7183 -0.5334 -0.5885
C 1.9331 -0.4334 -1.1659
H 2.0277 -1.0439 -2.2215
H 2.7764 -0.7400 -0.4657
C 2.3552 1.0753 -1.6977
O 2.4581 1.8665 -0.4983
H 3.0242 1.4880 0.3297
H 1.3133 1.4811 -2.2237
H 3.4377 1.1203 -2.0289
H 0.5811 0.0738 0.2895
H -0.4517 -2.2025 0.6206
H -0.6948 -3.1875 -2.8289
H -1.5326 -2.8195 -1.3033
H -1.4226 -0.9604 -3.2055
H 0.3611 -1.1583 -3.3463
H -2.1027 -0.5503 -0.1915
H -2.3580 0.6378 -1.6844
H -1.6392 0.9666 1.7483
H -1.1346 3.1105 2.8605
H -0.1076 6.3805 3.2063
H -0.0702 4.5169 3.6296
H -2.1083 5.9470 4.5170
H -2.4892 6.5517 2.8913
H -2.7561 4.9860 3.2883

Atom charges from the natural (NBO) analysis, given in e for atoms 1 to 8: number 1, C, carries -0.663; number 2, C, carries 0.038; number 3, O, carries -0.508; number 4, C, carries 0.271; number 5, C, carries -0.257; number 6, C, carries -0.196; number 7, C, carries 0.042; number 8, C, carries -0.244

Record 4
Here is a structure of composition C6H16BBr6Na3 at a distorted geometry from the Open Molecules 2025 dataset. Energies are from ωB97M-V with the def2-TZVPD basis set.

Values from the calculation:
Largest force on an atom, eV/Å: 5.1
LUMO, eV: -8.073
Net charge: +2
Kohn-Sham gap, eV: 6.14
Calculated total energy, eV: -440646.661

CARTESIAN COORDINATES (ANGSTROEM)
Na 2.6564 -0.5001 -0.9981
Na 0.2100 -0.0229 -3.5429
Na 2.9406 2.9097 -1.5876
B 0.6712 1.1811 -1.4423
H -0.3118 1.5715 -1.6557
H 1.1169 1.6699 -0.5898
H 0.5926 0.1107 -1.3315
H 1.3666 1.3797 -2.2431
Br 0.4604 -5.1803 -2.5817
C 0.0647 -3.7098 -1.3125
C -1.2972 -4.0683 -0.6193
Br -1.6038 -2.6575 0.6995
H 0.0082 -2.7410 -1.8089
H 0.9213 -3.6102 -0.6460
H -1.2794 -4.9966 -0.0483
H -2.1786 -4.2219 -1.2419
Br -4.0203 1.9171 1.1377
C -4.8561 1.3635 -0.6431
C -3.7932 1.0868 -1.6375
Br -4.5263 0.4367 -3.2742
H -5.5788 2.0484 -1.0864
H -5.3866 0.4604 -0.3414
H -3.0080 0.3690 -1.4003
H -3.2206 1.9440 -1.9920
Br 2.8665 2.3313 1.7401
C 3.9762 1.4564 3.0861
C 3.5859 1.8983 4.4371
Br 4.7116 1.0209 5.9121
H 5.0100 1.6656 2.8111
H 3.7309 0.3960 3.0277
H 2.5847 1.5093 4.6226
H 3.5859 2.9824 4.5503

Atom charges from the natural (NBO) analysis, given in e for atoms 1 to 8: number 1, Na, carries 0.978; number 2, Na, carries 0.987; number 3, Na, carries 0.980; number 4, B, carries -0.900; number 5, H, carries 0.071; number 6, H, carries 0.014; number 7, H, carries -0.061; number 8, H, carries -0.114

Record 5
Here is a cluster of 2 separate species, C7H10N2O in total at a distorted geometry from the Open Molecules 2025 dataset. Energies are from ωB97M-V with the def2-TZVPD basis set.

Values from the calculation:
Largest force on an atom, eV/Å: 5.4
LUMO, eV: 0.585
SMILES: c1ccncc1.CC(N)=O
Kohn-Sham gap, eV: 10.37
Calculated total energy, eV: -12446.486

CARTESIAN COORDINATES (ANGSTROEM)
C -3.2444 1.4559 0.0594
C -4.3156 0.7954 -0.6394
C -4.4384 -0.5572 -0.6105
C -3.4331 -1.4063 0.1089
C -2.3287 -0.6952 0.5214
C 5.0059 -0.1070 -0.1780
C 3.7774 -0.8821 0.0534
H -3.2129 2.5522 0.2010
H -5.1256 1.2851 -1.0542
H -5.4851 -0.9587 -1.0105
H -4.0214 -2.3712 0.4141
H -1.6748 -1.1879 1.1378
H 5.6412 1.8972 0.2801
H 3.8593 1.9673 0.1393
H 3.7433 -1.8905 -0.6102
H 2.8307 -0.2860 -0.1195
H 3.6936 -1.1123 1.1439
N -2.2377 0.6658 0.5512
N 4.8374 1.3134 0.0864
O 6.1286 -0.4779 -0.4747

Atom charges from the natural (NBO) analysis, given in e for atoms 1 to 8: number 1, C, carries 0.049; number 2, C, carries -0.280; number 3, C, carries -0.162; number 4, C, carries -0.260; number 5, C, carries -0.001; number 6, C, carries 0.674; number 7, C, carries -0.725; number 8, H, carries 0.207

Record 6
Here is a structure of composition C2H5N3O from the Open Molecules 2025 dataset. Energies are from ωB97M-V with the def2-TZVPD basis set.

Values from the calculation:
Largest force on an atom, eV/Å: 0.2
LUMO, eV: 0.831
Kohn-Sham gap, eV: 10.64
Calculated total energy, eV: -8671.622

CARTESIAN COORDINATES (ANGSTROEM)
N 1.8405 1.2379 -0.1948
C 0.6482 0.7617 0.0565
O -0.0247 1.6894 0.6460
N 0.1293 -0.4693 -0.2173
C -1.1739 -0.8452 0.1034
N -1.5897 -2.0029 -0.1883
H 1.1450 2.2098 0.4183
H 2.5964 0.7439 -0.6535
H 0.6975 -1.1624 -0.6838
H -1.7142 -0.0365 0.6034
H -2.5544 -2.1263 0.1102

Atom charges from the natural (NBO) analysis, given in e for atoms 1 to 8: number 1, N, carries -0.878; number 2, C, carries 0.737; number 3, O, carries -0.698; number 4, N, carries -0.623; number 5, C, carries 0.282; number 6, N, carries -0.671; number 7, H, carries 0.505; number 8, H, carries 0.389

- The lowest largest force on an atom belongs to which entry?
  C2H5N3O

- largest force on an atom of number 2 (C7H13CsN4OPS)?
  10.5 eV/Å

- Which value of calculated total energy does entry 5 give?
  -12446.486 eV

- What is the largest force on an atom in the fifth record?
  5.4 eV/Å